[1]
{
  "formula": "C5H12O2",
  "method": "ωB97M-V/def2-TZVPD",
  "homo_lumo_gap_ev": 9.300,
  "smiles": "C=CC(=C)C.O.O",
  "multiplicity": 1,
  "symbols": ["H", "C", "H", "H", "H", "H", "H", "C", "H", "C", "H", "H", "O", "O", "C", "H", "C", "H", "H"],
  "positions_angstrom": [[1.26, 3.80, -0.66], [-1.10, 3.18, 0.59], [2.08, -3.10, 0.34], [-2.25, 1.65, -1.48], [-1.33, 0.27, -2.92], [-1.38, 4.23, 0.74], [0.56, 0.63, -2.47], [-0.55, 0.83, -2.35], [2.44, -4.22, 1.18], [-0.50, 2.75, -0.70], [-0.75, -6.16, 2.82], [-0.55, 2.68, 1.47], [0.01, -6.69, 2.95], [2.74, -3.66, 0.48], [0.70, 3.09, -1.16], [-2.00, 2.75, 0.83], [-1.14, 1.68, -1.48], [0.41, -6.24, 3.66], [1.34, 2.54, -1.85]]
}



[2]
{
  "formula": "C50H39O2P2RhSSe2Te2",
  "method": "ωB97M-V/def2-TZVPD",
  "homo_lumo_gap_ev": [4.260, 4.256],
  "multiplicity": 1,
  "symbols": ["H", "C", "C", "Se", "C", "H", "H", "H", "Se", "C", "H", "H", "H", "H", "H", "C", "H", "P", "H", "C", "C", "C", "C", "C", "C", "H", "H", "H", "H", "H", "H", "C", "H", "H", "H", "C", "H", "C", "H", "H", "C", "P", "C", "C", "C", "H", "S", "H", "C", "C", "H", "C", "H", "H", "C", "C", "O", "C", "C", "C", "H", "H", "C", "C", "C", "H", "C", "C", "C", "H", "C", "C", "C", "C", "H", "Te", "C", "C", "C", "O", "H", "C", "C", "H", "Rh", "Te", "H", "H", "C", "C", "C", "H", "C", "C", "C", "C", "C", "C", "H"],
  "positions_angstrom": [[0.78, -0.32, -4.74], [-0.36, -5.69, -1.23], [4.96, -0.62, 1.53], [3.63, 0.07, -1.84], [-0.62, 2.33, 4.00], [1.36, 2.27, 3.21], [0.84, 4.71, -5.66], [2.66, -3.39, 4.67], [3.13, -3.24, -0.28], [0.07, 3.05, -3.15], [5.31, -0.41, 0.51], [5.60, 2.02, 2.50], [-6.38, -0.14, 0.52], [-4.10, 0.16, -3.93], [-6.59, -1.77, -0.11], [4.90, 2.29, 1.72], [-4.73, -2.09, 2.24], [-0.06, -2.20, 0.85], [-0.42, -0.56, 5.54], [-2.22, -0.37, -2.99], [-2.24, -1.13, -0.68], [-0.17, -4.37, -0.88], [4.30, 3.59, -0.21], [-1.44, 1.33, 1.55], [-2.38, 1.60, 2.54], [3.13, 1.78, 2.74], [-1.76, 0.95, 0.59], [1.88, -3.52, 2.33], [-0.73, 5.55, -1.01], [-0.30, 2.73, 4.95], [5.72, -0.26, 2.23], [-0.66, -6.63, -0.26], [-6.36, -0.94, -2.31], [0.65, 1.68, -6.20], [-2.33, -2.56, 2.41], [-4.32, -0.43, -1.88], [-1.67, -0.17, -3.90], [1.16, -1.97, 5.26], [-0.66, -4.61, 2.46], [2.39, 3.26, -1.08], [-3.61, -0.18, -3.02], [1.03, 1.19, 0.37], [2.60, 2.07, 0.66], [0.45, 0.72, -2.94], [0.52, 1.79, -5.13], [-1.03, -6.96, 1.83], [0.29, -0.87, -2.10], [-1.21, -0.69, 3.22], [0.61, 0.66, -4.30], [-0.43, 4.58, -1.39], [0.06, -3.63, -1.65], [0.32, 2.07, 3.01], [4.57, 4.33, -0.95], [-0.86, 4.32, -5.87], [-1.53, -0.78, -1.87], [3.04, 2.98, -0.27], [0.49, -1.88, -3.16], [-3.64, -0.93, -0.75], [1.36, -2.89, 3.05], [-0.11, 3.55, -0.49], [-0.79, -7.67, -0.53], [-3.43, 1.42, 2.35], [-4.08, -1.80, 1.43], [-0.28, 4.35, -2.73], [0.27, 1.96, -2.28], [-2.70, 2.33, 4.53], [0.07, -1.22, 4.84], [0.25, -2.15, 2.63], [-5.80, -0.34, -1.59], [-1.41, 5.65, -4.00], [1.81, -2.81, 4.36], [-1.78, -1.71, 0.55], [-0.05, 4.35, -5.14], [-0.58, -4.91, 1.43], [-0.25, -5.99, -2.27], [3.28, -3.88, -2.64], [0.26, 2.27, -0.89], [3.65, 0.07, 1.73], [-0.08, 1.56, 1.78], [2.60, -0.53, 1.82], [4.83, -1.69, 1.64], [-1.97, 2.11, 3.76], [-5.95, -0.89, -0.15], [1.51, -1.90, 6.28], [1.61, -1.03, -0.25], [3.99, -1.47, -3.71], [6.20, 3.68, 0.82], [-0.11, 3.78, 0.57], [-0.79, -6.24, 1.07], [-0.40, 5.25, -3.93], [-0.27, -3.97, 0.45], [0.28, 6.10, -3.84], [5.22, 3.22, 0.80], [-0.38, -1.30, 3.53], [0.20, 2.99, -4.55], [-4.54, -1.23, 0.28], [3.57, 1.60, 1.75], [-2.70, -2.05, 1.53], [-6.14, 0.69, -1.67]]
}



[3]
{
  "formula": "C6H24N6O6",
  "method": "ωB97M-V/def2-TZVPD",
  "homo_lumo_gap_ev": 10.220,
  "smiles": "NC(N)=O.NC(N)=O.NC(N)=O.CC(C)O.O.O",
  "multiplicity": 1,
  "symbols": ["N", "H", "H", "H", "H", "O", "H", "H", "H", "H", "H", "O", "H", "O", "H", "H", "N", "C", "H", "C", "H", "H", "N", "H", "O", "H", "H", "C", "H", "H", "N", "O", "H", "H", "H", "H", "C", "C", "C", "N", "O", "N"],
  "positions_angstrom": [[1.25, 2.58, 2.28], [-3.38, 0.91, -3.48], [-3.02, -2.84, -1.22], [-1.28, 1.25, 0.91], [2.44, -1.91, 4.80], [-0.82, 3.47, 2.12], [1.53, 3.49, 2.55], [-0.22, 0.73, -1.88], [2.65, 0.09, 1.10], [-1.14, -1.21, -1.24], [0.42, -0.63, 4.57], [1.58, -0.64, -2.67], [-4.54, -2.16, -1.73], [-1.67, -0.45, -1.60], [-2.61, -1.40, -3.24], [3.32, 0.61, -0.16], [2.86, 1.13, -2.51], [-3.53, -1.89, -1.40], [1.93, 1.90, 2.16], [-2.84, -0.90, -2.31], [0.75, -1.94, -1.48], [-4.79, 0.08, -2.63], [0.65, 1.23, -1.81], [-3.55, -1.41, -0.42], [3.03, 0.93, 0.71], [3.47, 0.58, -3.08], [0.07, -0.03, 2.98], [-3.69, 0.33, -2.56], [0.51, -2.11, 0.04], [-3.61, 0.92, -1.66], [2.31, -2.05, 3.82], [1.46, -1.43, 1.72], [0.26, 0.70, 1.11], [2.96, 2.16, -2.49], [0.57, 2.18, -1.53], [3.24, -2.23, 3.41], [1.53, -1.34, 2.94], [1.72, 0.51, -2.32], [-0.06, 2.51, 1.92], [-0.50, 1.20, 1.52], [0.13, -2.32, -0.81], [0.61, -0.58, 3.59]]
}



[4]
{
  "formula": "C12H16N2O",
  "method": "ωB97M-V/def2-TZVPD",
  "homo_lumo_gap_ev": 8.907,
  "smiles": "CCc1c[nH]cn1.Cc1ccc(O)cc1",
  "multiplicity": 1,
  "symbols": ["N", "C", "C", "H", "C", "O", "H", "H", "H", "H", "C", "H", "C", "C", "C", "H", "C", "C", "H", "H", "H", "N", "H", "H", "H", "H", "C", "C", "H", "H", "C"],
  "positions_angstrom": [[-0.60, 0.52, 2.09], [-1.16, -1.58, -1.57], [1.54, -1.06, -0.78], [-0.02, 0.22, -3.93], [2.26, 1.58, 0.70], [-0.77, -0.20, -3.49], [1.70, 2.22, 2.72], [1.67, 1.33, -0.24], [2.62, 0.63, 1.05], [1.70, -0.02, -2.66], [1.06, -0.65, -2.03], [-1.07, 3.27, 0.29], [1.19, -2.45, 1.24], [-1.05, 2.28, 0.79], [-0.64, -2.03, -0.38], [-1.29, -2.57, 0.32], [-0.29, -0.76, -2.33], [0.74, -1.91, -0.09], [-2.64, -0.27, 1.95], [0.99, -1.71, 2.00], [2.96, 2.34, 0.33], [-2.16, 1.51, 0.89], [2.45, -0.77, -0.28], [2.23, -2.80, 1.18], [0.69, -3.35, 1.56], [-2.73, 1.63, 0.06], [-0.14, 1.72, 1.65], [1.28, 2.22, 1.66], [-2.25, -1.68, -1.72], [1.40, 3.36, 1.53], [-1.83, 0.37, 1.59]]
}



Relative energy (zero: lowest compared OMol25 entry of this formula, charge and spin): 3.348; 0.877; 0.000; 2.387 (eV)